Entry 1:
2 unconnected molecules or ions with the total composition C3H13N5, computed with ωB97M-V with the def2-TZVPD basis set.

Its total charge is 0. The multiplicity is 1. As for the relative energy (zero: lowest compared OMol25 entry of this formula, charge and spin): 70.0 kcal/mol. The structure (SMILES) is CN=C(N)N.CNN. The calculation puts the HOMO energy at -7.437 eV.

XYZ file:
```
21
C3H13N5 (ωB97M-V with the def2-TZVPD basis set)
C -1.7854 -1.1679 -1.2105
N -1.0465 -1.0098 0.0201
C -0.9397 0.1660 0.5979
N -1.0871 1.3916 -0.0855
N -1.3646 0.2817 1.9327
H -1.6518 -2.1967 -1.5510
H -2.8646 -0.9945 -1.0777
H -1.4518 -0.4935 -2.0104
H -0.6129 2.1575 0.3666
H -0.7914 1.3358 -1.0483
H -1.3998 -0.6105 2.3952
H -1.3321 1.2175 2.3018
C 1.8386 -0.2758 -1.1331
N 2.0288 0.6655 -0.0644
N 1.2510 0.2058 1.1691
H 0.8077 -0.7273 -0.9722
H 2.5579 -1.1013 -1.1281
H 1.8655 0.2578 -2.0834
H 3.0262 0.7092 0.2023
H 1.5593 -0.7152 1.4859
H 1.3928 0.9042 1.8929
```

natural (NBO) atomic charge list, values in e, 5 entries: number 1, C, carries -0.41; number 2, N, carries -0.69; number 3, C, carries 0.68; number 4, N, carries -0.85; number 5, N, carries -0.85

---

Entry 2:
3 unconnected molecules or ions with the total composition C3H13NO2, computed with ωB97M-V with the def2-TZVPD basis set.

Its total charge is 0. The multiplicity is 1. As for the relative energy (zero: lowest compared OMol25 entry of this formula, charge and spin): 23.2 kcal/mol. The structure (SMILES) is CCCN.O.O. The calculation puts the HOMO energy at -9.828 eV.

XYZ file:
```
19
C3H13NO2 (ωB97M-V with the def2-TZVPD basis set)
C 2.6139 0.1154 -0.0326
C 1.2251 0.3443 -0.5564
C 0.5411 -1.0276 -0.7602
N -0.9180 -0.9880 -0.4377
H 3.1963 1.0121 -0.2866
H 2.4341 -0.0756 1.0463
H 2.9719 -0.8270 -0.4387
H 1.3180 1.0598 -1.4234
H 0.6588 1.0059 0.2393
H 0.6779 -1.3858 -1.8418
H 0.9381 -1.7593 -0.1294
H -1.2815 -1.7725 -0.9475
H -1.3294 -0.0911 -0.8205
O -1.3265 0.2499 1.8773
H -1.5570 -0.1856 2.7690
H -1.1531 -0.4449 1.1796
O -2.8148 1.5243 -0.1909
H -3.7717 1.8016 0.0407
H -2.4231 1.4438 0.7136
```

natural (NBO) atomic charge list, values in e, 5 entries: number 1, C, carries -0.61; number 2, C, carries -0.42; number 3, C, carries -0.22; number 4, N, carries -0.86; number 5, H, carries 0.21

---

Entry 3:
3 unconnected molecules or ions with the total composition C3H13NO2S, computed with ωB97M-V with the def2-TZVPD basis set.

Its total charge is -1. The multiplicity is 2. As for the relative energy (zero: lowest compared OMol25 entry of this formula, charge and spin): 24.2 kcal/mol. Its expectation value of S² is 0.75. The calculation puts the HOMO energy (spin up / spin down) at 1.083 / -5.774 eV.

XYZ file:
```
20
C3H13NO2S (ωB97M-V with the def2-TZVPD basis set)
C 0.0005 1.2675 -0.5190
C -0.4337 0.2509 0.5812
C -1.2497 1.0224 1.7362
S -1.6454 -0.0766 3.0559
N 0.7026 0.6865 -1.6986
H -0.8345 1.8037 -0.9268
H 0.6191 2.0305 -0.0433
H 0.4213 -0.2051 1.0181
H -1.1165 -0.5384 0.1072
H -0.5543 1.7505 2.1975
H -2.0269 1.5725 1.2353
H -0.5052 -0.7040 3.4136
H 0.3378 1.1308 -2.5193
H 1.6974 0.8213 -1.6070
H 1.2090 -1.7509 -0.5034
H 2.1394 -2.4517 0.5420
O 2.0047 -1.6332 0.0629
H -0.1506 -0.8930 -1.8515
H -0.5416 -2.2586 -2.4938
O -0.0733 -1.8252 -1.7874
```

natural (NBO) atomic charge list, values in e, 5 entries: number 1, C, carries -0.52; number 2, C, carries -0.45; number 3, C, carries -0.57; number 4, S, carries -0.09; number 5, N, carries -0.99

---

Entry 4:
3 unconnected molecules or ions with the total composition C3H13NO2S, computed with ωB97M-V with the def2-TZVPD basis set.

Its total charge is 0. The multiplicity is 1. As for the relative energy (zero: lowest compared OMol25 entry of this formula, charge and spin): 22.5 kcal/mol. The structure (SMILES) is CNCCS.O.O. The calculation puts the HOMO energy at -8.595 eV.

XYZ file:
```
20
C3H13NO2S (ωB97M-V with the def2-TZVPD basis set)
C 0.3138 1.1327 -1.6499
N -0.3982 0.6763 -0.4700
C -0.2226 -0.7168 -0.1454
C -1.4740 -1.3661 0.4086
S -1.1725 -3.0263 1.0408
H -0.2826 0.9040 -2.5524
H 0.4850 2.2080 -1.6347
H 1.2703 0.6094 -1.7237
H -1.3390 1.0291 -0.4154
H 0.7126 -0.8781 0.3862
H -0.0756 -1.2717 -1.0936
H -2.1411 -1.5212 -0.4338
H -2.0450 -0.7482 1.1146
H -0.2885 -2.6894 1.9904
O 3.7836 0.7401 -0.9454
H 4.1739 -0.0541 -0.5579
H 2.9735 0.9292 -0.4664
O -1.6720 1.5228 2.1494
H -0.7136 1.6364 2.1640
H -1.8881 0.8838 2.8345
```

natural (NBO) atomic charge list, values in e, 5 entries: number 1, C, carries -0.41; number 2, N, carries -0.66; number 3, C, carries -0.22; number 4, C, carries -0.53; number 5, S, carries -0.03

---

Entry 5:
3 unconnected molecules or ions with the total composition C3H13NO2S, computed with ωB97M-V with the def2-TZVPD basis set.

Its total charge is 0. The multiplicity is 1. As for the relative energy (zero: lowest compared OMol25 entry of this formula, charge and spin): 63.3 kcal/mol. The structure (SMILES) is CNCCS.O.O. The calculation puts the HOMO energy at -9.215 eV.

XYZ file:
```
20
C3H13NO2S (ωB97M-V with the def2-TZVPD basis set)
C 0.4796 1.0291 -1.3434
N -0.7223 0.1482 -0.9044
C -0.4204 -0.8403 0.1934
C -1.5849 -1.7578 0.3854
S -1.3315 -3.5320 1.1926
H 0.9939 0.7713 -2.2542
H 0.1733 2.0390 -1.1855
H 1.1413 0.7382 -0.5664
H -0.9641 -0.4268 -1.8524
H -0.1610 -0.2431 1.1208
H 0.4062 -1.3343 -0.3370
H -2.2966 -2.1887 -0.5101
H -2.2997 -1.2007 0.9249
H -0.7444 -3.1930 2.3007
O 4.8264 2.0058 0.0654
H 4.8839 1.0525 0.2580
H 4.4824 1.9730 -0.8444
O -2.2683 1.4152 1.4265
H -1.6722 1.2962 0.6012
H -2.9216 2.2482 1.3292
```

natural (NBO) atomic charge list, values in e, 5 entries: number 1, C, carries -0.43; number 2, N, carries -0.66; number 3, C, carries -0.28; number 4, C, carries -0.47; number 5, S, carries -0.08

---

Entry 6:
3 unconnected molecules or ions with the total composition C3H13NO2S, computed with ωB97M-V with the def2-TZVPD basis set.

Its total charge is 0. The multiplicity is 1. As for the relative energy (zero: lowest compared OMol25 entry of this formula, charge and spin): 64.0 kcal/mol. The structure (SMILES) is NCCCS.O.O. The calculation puts the HOMO energy at -9.656 eV.

XYZ file:
```
20
C3H13NO2S (ωB97M-V with the def2-TZVPD basis set)
N -0.6159 2.5171 2.3628
C -0.6471 1.1030 1.6257
C -2.1251 0.8464 0.9942
C -2.0295 1.1324 -0.4621
S -1.0682 -0.1772 -1.6582
H 0.2853 2.8888 1.9553
H -1.2570 3.0507 1.8772
H -0.3269 0.4137 2.3987
H 0.2372 1.1904 1.0368
H -2.7768 1.1745 1.9026
H -2.3523 -0.1926 1.0237
H -2.9364 1.5392 -0.9614
H -1.2344 1.9224 -0.6606
H -2.2336 -0.8324 -1.7016
O 1.5626 -2.3801 -1.8299
H 0.6498 -2.7407 -2.0274
H 1.4526 -1.4115 -1.8641
O 4.7185 -2.0907 0.8902
H 5.1671 -2.8446 1.2840
H 5.2890 -1.6674 0.2993
```

natural (NBO) atomic charge list, values in e, 5 entries: number 1, N, carries -0.82; number 2, C, carries -0.22; number 3, C, carries -0.50; number 4, C, carries -0.42; number 5, S, carries -0.13

---

Entry 7:
3 unconnected molecules or ions with the total composition C3H13NO2S, computed with ωB97M-V with the def2-TZVPD basis set.

Its total charge is 0. The multiplicity is 1. As for the relative energy (zero: lowest compared OMol25 entry of this formula, charge and spin): 22.6 kcal/mol. The structure (SMILES) is NCCCS.O.O. The calculation puts the HOMO energy at -9.290 eV.

XYZ file:
```
20
C3H13NO2S (ωB97M-V with the def2-TZVPD basis set)
N 0.1620 -0.9898 1.6329
C 0.5246 -1.3049 0.2557
C 0.0657 -0.2742 -0.7692
C 0.1159 -0.6998 -2.2043
S -0.7803 0.4815 -3.3033
H 0.1546 -1.8503 2.2417
H -0.7597 -0.5193 1.6898
H 1.5767 -1.3842 0.0926
H 0.0903 -2.3424 0.0294
H -0.9983 -0.0886 -0.5044
H 0.6915 0.7054 -0.6941
H -0.4351 -1.6708 -2.4967
H 1.1343 -0.8442 -2.5942
H 0.2340 1.4131 -3.5146
O -1.8169 1.3911 1.5715
H -0.7509 1.5146 1.5975
H -2.0838 2.0860 1.0151
O 0.8282 1.7283 2.2148
H 0.7825 0.7074 2.2608
H 1.2644 1.9412 1.4790
```

natural (NBO) atomic charge list, values in e, 5 entries: number 1, N, carries -0.89; number 2, C, carries -0.21; number 3, C, carries -0.44; number 4, C, carries -0.50; number 5, S, carries -0.06

---

Entry 8:
4 unconnected molecules or ions with the total composition C3H13NO3, computed with ωB97M-V with the def2-TZVPD basis set.

Its total charge is 0. The multiplicity is 1. As for the relative energy (zero: lowest compared OMol25 entry of this formula, charge and spin): 56.7 kcal/mol. The structure (SMILES) is C/C=C/N.O.O.O. The calculation puts the HOMO energy at -7.953 eV.

XYZ file:
```
20
C3H13NO3 (ωB97M-V with the def2-TZVPD basis set)
C -0.3602 -0.7365 -2.3833
C -0.9834 0.4623 -1.6308
C -1.3003 0.1833 -0.3139
N -2.1163 1.0579 0.4854
H 0.1174 -1.5614 -1.7343
H -1.1500 -1.1515 -2.9599
H 0.4058 -0.5185 -3.0318
H -1.6141 1.1838 -2.2042
H -0.9346 -0.6635 0.2729
H -2.5791 0.6618 1.2362
H -1.9394 2.0412 0.6127
O 1.3851 -2.3139 1.7026
H 0.5254 -2.4132 2.0811
H 1.1675 -2.4066 0.8427
O 0.8475 2.1173 1.6082
H 1.2753 2.8195 1.0886
H 0.8885 2.4774 2.4578
O 2.2729 -0.3183 0.3095
H 2.5619 -0.9543 1.0039
H 1.5300 0.0334 0.5566
```

natural (NBO) atomic charge list, values in e, 5 entries: number 1, C, carries -0.62; number 2, C, carries -0.27; number 3, C, carries 0.01; number 4, N, carries -0.86; number 5, H, carries 0.20

---

Entry 9:
3 unconnected molecules or ions with the total composition C3H13NO3, computed with ωB97M-V with the def2-TZVPD basis set.

Its total charge is 0. The multiplicity is 1. As for the relative energy (zero: lowest compared OMol25 entry of this formula, charge and spin): 53.1 kcal/mol. The structure (SMILES) is C[C@H](O)CN.O.O. The calculation puts the HOMO energy at -9.679 eV.

XYZ file:
```
20
C3H13NO3 (ωB97M-V with the def2-TZVPD basis set)
C -0.1635 2.3428 -2.5802
C 0.1913 1.2211 -1.5818
O 0.1824 0.0617 -2.4141
C -0.8407 1.0216 -0.5198
N -0.7624 -0.4421 -0.0893
H 0.7940 2.8935 -2.9539
H -0.8377 1.8213 -3.2262
H -0.6419 3.1200 -2.0285
H 1.1218 1.3755 -1.0243
H 0.3295 -0.7122 -1.7786
H -0.8903 1.6474 0.4879
H -1.6946 1.2879 -1.1447
H -1.6733 -0.4517 0.4877
H 0.1015 -0.5399 0.5377
O -0.1614 -3.4399 4.4399
H 0.3394 -3.1808 5.1916
H -1.1176 -3.3460 4.4178
O 1.6432 -1.5767 1.5281
H 2.3453 -2.2242 1.4081
H 1.7350 -0.8793 0.8427
```

natural (NBO) atomic charge list, values in e, 5 entries: number 1, C, carries -0.63; number 2, C, carries 0.08; number 3, O, carries -0.72; number 4, C, carries -0.26; number 5, N, carries -0.86

---

Entry 10:
4 unconnected molecules or ions with the total composition C3H13NO3, computed with ωB97M-V with the def2-TZVPD basis set.

Its total charge is 0. The multiplicity is 1. As for the relative energy (zero: lowest compared OMol25 entry of this formula, charge and spin): 69.8 kcal/mol. The structure (SMILES) is C/C=C/N.O.O.O. The calculation puts the HOMO energy at -8.429 eV.

XYZ file:
```
20
C3H13NO3 (ωB97M-V with the def2-TZVPD basis set)
C -0.8427 0.4563 2.3027
C -0.5957 0.0904 0.7830
C -1.4856 -0.6944 0.0013
N -1.1611 -1.3340 -1.1093
H -1.7710 0.9538 2.4218
H 0.0703 1.1481 2.6325
H -0.9032 -0.3845 2.9648
H 0.2530 0.6159 0.3659
H -2.5586 -0.5454 0.0435
H -0.1281 -1.1828 -1.3981
H -1.1101 -2.3152 -0.8495
O 1.7418 -2.9090 -0.1226
H 2.0607 -3.5525 0.4585
H 1.2870 -2.1833 0.3330
O -0.4080 2.8304 -0.8101
H -0.8978 2.3031 -1.5289
H -0.7652 2.6573 0.0754
O 2.7493 1.1472 -2.3830
H 2.5766 2.0418 -1.9823
H 1.8884 0.8569 -2.1989
```

natural (NBO) atomic charge list, values in e, 5 entries: number 1, C, carries -0.64; number 2, C, carries -0.32; number 3, C, carries 0.00; number 4, N, carries -0.82; number 5, H, carries 0.21

---

- Which value of multiplicity does entry 8 give?
  1

---

What did the fourth record say?
3 unconnected molecules or ions with the total composition C3H13NO2S, computed with ωB97M-V with the def2-TZVPD basis set.

Its total charge is 0. The multiplicity is 1. As for the relative energy (zero: lowest compared OMol25 entry of this formula, charge and spin): 22.5 kcal/mol. The structure (SMILES) is CNCCS.O.O. The calculation puts the HOMO energy at -8.595 eV.

XYZ file:
```
20
C3H13NO2S (ωB97M-V with the def2-TZVPD basis set)
C 0.3138 1.1327 -1.6499
N -0.3982 0.6763 -0.4700
C -0.2226 -0.7168 -0.1454
C -1.4740 -1.3661 0.4086
S -1.1725 -3.0263 1.0408
H -0.2826 0.9040 -2.5524
H 0.4850 2.2080 -1.6347
H 1.2703 0.6094 -1.7237
H -1.3390 1.0291 -0.4154
H 0.7126 -0.8781 0.3862
H -0.0756 -1.2717 -1.0936
H -2.1411 -1.5212 -0.4338
H -2.0450 -0.7482 1.1146
H -0.2885 -2.6894 1.9904
O 3.7836 0.7401 -0.9454
H 4.1739 -0.0541 -0.5579
H 2.9735 0.9292 -0.4664
O -1.6720 1.5228 2.1494
H -0.7136 1.6364 2.1640
H -1.8881 0.8838 2.8345
```

natural (NBO) atomic charge list, values in e, 5 entries: number 1, C, carries -0.41; number 2, N, carries -0.66; number 3, C, carries -0.22; number 4, C, carries -0.53; number 5, S, carries -0.03

---

- What is the formula in the ninth record?
  C3H13NO3